Record 1
{
  "formula": "C5H12N2",
  "method": "wB97M-V/def2-TZVPD",
  "lumo_energy_ev": [-8.87, -12.83],
  "multiplicity": 3,
  "gap_ev": [10.185, 8.588],
  "total_charge": 2,
  "elements": ["C", "C", "C", "C", "C", "N", "N", "H", "H", "H", "H", "H", "H", "H", "H", "H", "H", "H", "H"],
  "coordinates": [[-0.84864, 0.27232, 0.10275], [-0.77386, 1.01765, -1.10652], [-0.63553, -0.43712, 2.64290], [0.25549, -1.20637, -1.77818], [1.64373, 0.48573, -0.59573], [-1.15806, 0.41807, 1.74833], [0.23314, -0.00798, -0.82269], [-1.39610, 0.97569, -1.94748], [-0.22925, 2.12101, -1.14370], [-1.61568, -0.81114, 3.20473], [0.05713, 0.00506, 3.38977], [-0.22328, -1.25035, 2.15800], [-0.73945, -1.12524, -2.39665], [1.04692, -1.14968, -2.57880], [0.35217, -2.27872, -1.37932], [1.51736, 1.37054, 0.04179], [2.16191, -0.25842, 0.01507], [2.17626, 0.67128, -1.54795], [-1.82425, 1.18766, 1.99368]]
}


Record 2
{
  "formula": "ClCuH12O6",
  "method": "wB97M-V/def2-TZVPD",
  "lumo_energy_ev": -2.53,
  "multiplicity": 1,
  "gap_ev": 8.159,
  "total_charge": 0,
  "elements": ["Cu", "Cl", "O", "H", "H", "O", "H", "H", "O", "H", "H", "O", "H", "H", "O", "H", "H", "O", "H", "H"],
  "coordinates": [[-1.26014, 1.51553, 1.54454], [-0.23720, 0.36183, 0.25232], [-1.74856, -0.19521, -1.77688], [-2.39855, 0.41573, -1.42976], [-0.93572, 0.03905, -1.32894], [-2.23233, -1.47710, 1.41153], [-1.77466, -2.31768, 1.39680], [-1.53403, -0.82309, 1.38182], [-0.27429, 2.29577, -1.16076], [-0.17199, 1.41954, -0.78930], [0.61717, 2.57165, -1.37391], [2.37740, 0.68480, 0.83313], [2.47371, 0.66812, 1.78532], [1.43137, 0.69624, 0.68777], [1.50018, -0.63307, -1.39589], [1.19497, -0.08251, -2.11698], [1.10434, -0.24662, -0.61473], [0.41504, -1.93835, 1.02018], [1.35074, -1.77772, 1.14219], [0.10254, -1.17690, 0.53153]]
}


Record 3
{
  "formula": "C11H19ClDyIN3O3P",
  "method": "wB97M-V/def2-TZVPD",
  "lumo_energy_ev": [-7.53, -7.47],
  "multiplicity": 6,
  "gap_ev": [7.011, 7.075],
  "total_charge": 2,
  "elements": ["C", "C", "H", "H", "H", "O", "I", "Dy", "P", "C", "C", "H", "H", "H", "C", "H", "H", "H", "H", "H", "H", "C", "O", "Cl", "C", "N", "C", "C", "C", "N", "C", "O", "N", "H", "H", "H", "H", "H", "H", "H"],
  "coordinates": [[-0.46260, -2.18382, -1.24694], [0.67344, -1.31902, -1.76134], [-0.46817, -3.12397, -1.82567], [-1.45480, -1.71007, -1.35392], [-0.31532, -2.45068, -0.18785], [1.86847, -1.58024, -1.49338], [1.38662, 2.79423, 0.41655], [-0.34368, 0.44096, 0.89478], [0.30611, 0.06338, -2.92699], [1.88280, 0.80367, -3.28498], [-0.49611, -0.66833, -4.34554], [-1.65086, 0.85823, -1.71069], [-1.16675, 1.91580, -3.06894], [-0.23464, 1.98567, -1.55800], [-0.78735, 1.29882, -2.23833], [-1.49116, -1.05494, -4.07858], [-0.61814, 0.11158, -5.11234], [1.84584, 1.26772, -4.27998], [2.66216, 0.03005, -3.25572], [0.11289, -1.48577, -4.75678], [2.10923, 1.57017, -2.53114], [2.64363, -0.09098, 0.08960], [3.75373, -0.33718, 0.01752], [-2.79529, 0.31175, 0.52720], [1.47747, -2.73932, 4.06633], [0.41479, -1.73140, 4.18917], [-0.23384, -1.48450, 5.37694], [-1.26852, -0.59095, 5.41005], [-1.62123, 0.06868, 4.21787], [-0.80614, -0.01155, 3.13772], [0.10789, -1.01391, 3.10601], [0.67516, -1.23254, 1.95416], [-2.73219, 0.79689, 4.02846], [1.58824, -3.21200, 5.04245], [2.42144, -2.27149, 3.76617], [1.20599, -3.48672, 3.31277], [0.13633, -2.06998, 6.21792], [-1.85302, -0.40410, 6.30416], [-3.43604, 0.81456, 4.75375], [-3.02558, 0.97300, 3.06703]]
}


Record 4
{
  "formula": "C7H10N2O",
  "method": "wB97M-V/def2-TZVPD",
  "lumo_energy_ev": [0.64, 0.64],
  "multiplicity": 1,
  "gap_ev": [7.204, 7.209],
  "total_charge": 0,
  "elements": ["C", "C", "C", "C", "C", "C", "C", "N", "N", "O", "H", "H", "H", "H", "H", "H", "H", "H", "H", "H"],
  "coordinates": [[0.07561, 0.33084, 1.27700], [-1.42030, 0.38004, -1.27850], [0.72977, 0.41108, -0.61502], [0.03025, -0.67460, 0.29842], [-0.16968, 0.24094, 2.74177], [-0.23510, -2.10330, 0.08403], [-0.01024, 1.69184, -2.81694], [0.61166, 1.29204, 0.55021], [-0.32724, 0.90008, -1.62724], [-2.42701, -0.18276, -1.35336], [1.62267, 0.55446, -1.18469], [-0.99907, 0.92215, 3.19775], [0.75784, 0.52705, 3.10938], [-0.45494, -0.64925, 3.21143], [-1.02027, -2.41238, 0.80458], [0.65880, -2.64252, 0.46481], [-0.53856, -2.29752, -0.99564], [-0.45100, 1.25163, -3.77226], [-0.22340, 2.82484, -2.63834], [1.07792, 1.71286, -2.88128]]
}


Record 5
{
  "formula": "C5H8FNaO4",
  "method": "wB97M-V/def2-TZVPD",
  "lumo_energy_ev": -0.34,
  "multiplicity": 1,
  "gap_ev": 8.575,
  "total_charge": 0,
  "elements": ["C", "O", "C", "H", "H", "H", "H", "H", "C", "O", "C", "C", "O", "O", "F", "H", "H", "H", "Na"],
  "coordinates": [[-0.14319, 1.91332, 0.32276], [-0.83008, 0.68423, 0.14029], [-0.95498, 2.81614, 1.22694], [0.85207, 1.72996, 0.76294], [0.00618, 2.38472, -0.66620], [-0.43458, 3.77574, 1.35171], [-1.94767, 3.01439, 0.79946], [-1.07978, 2.35869, 2.21809], [0.39756, -2.35661, 0.43007], [0.75196, -1.08343, 0.27744], [-0.15468, -0.40257, -0.62028], [-1.19032, -1.48884, -0.92355], [-0.79592, -2.57930, -0.08236], [1.24026, -3.21873, 0.55638], [3.52528, -1.48015, -1.40727], [0.31072, 0.09295, -1.47987], [-2.20168, -1.17883, -0.64636], [-1.19595, -1.80980, -1.96982], [3.84481, -3.17189, -0.29037]]
}


Record 6
{
  "formula": "C15H29FN3O3RuSSi",
  "method": "wB97M-V/def2-TZVPD",
  "lumo_energy_ev": [-12.98, -12.98],
  "multiplicity": 1,
  "gap_ev": [5.295, 5.297],
  "total_charge": 3,
  "elements": ["Ru", "C", "O", "C", "O", "N", "N", "H", "H", "H", "H", "H", "H", "C", "Si", "C", "C", "N", "C", "C", "C", "C", "C", "C", "F", "H", "H", "H", "H", "H", "H", "H", "H", "H", "H", "H", "H", "H", "C", "C", "S", "O", "C", "C", "H", "H", "H", "H", "H", "H", "H", "H", "H", "H"],
  "coordinates": [[0.29707, -0.40712, -0.68796], [-0.42657, -5.14562, 0.77337], [-1.14357, -4.43039, -0.24116], [-0.84040, -3.21961, -0.59160], [0.05445, -2.51121, -0.08680], [-1.61784, -2.78730, -1.61133], [-1.53481, -1.46639, -2.08276], [-0.55074, -6.20260, 0.53699], [-0.87802, -4.94358, 1.74556], [0.63078, -4.88525, 0.77364], [-2.32433, -3.42129, -1.97941], [-2.40284, -0.95153, -1.89321], [-1.38102, -1.48324, -3.09638], [1.71007, -0.53483, -2.75419], [0.90660, 1.22514, -3.10704], [-0.57544, 1.15115, -4.29942], [2.17336, 2.59289, -3.42901], [0.31519, 1.42768, -1.40958], [0.36932, 2.57451, -0.73359], [-0.19600, 3.80365, -1.15731], [0.01449, 4.94812, -0.42378], [0.82526, 4.94605, 0.71667], [1.39500, 3.74944, 1.16729], [1.13410, 2.60595, 0.46703], [1.64914, 1.38694, 0.82620], [1.46009, -1.23957, -3.54471], [1.48605, -1.07073, -1.75862], [2.79786, -0.43026, -2.74201], [-0.30891, 0.59337, -5.19334], [-0.83595, 2.15428, -4.63499], [-1.47594, 0.71418, -3.87679], [2.78098, 2.33136, -4.29208], [2.84912, 2.79145, -2.59864], [1.66662, 3.52248, -3.67997], [-0.80785, 3.81221, -2.04652], [-0.44484, 5.87453, -0.73556], [1.02388, 5.86847, 1.24693], [2.04377, 3.72291, 2.02947], [-2.08422, -0.44801, 4.72350], [-1.97578, -0.72296, 3.24692], [-0.52243, 0.16796, 2.51125], [-0.80273, 0.03810, 1.01932], [0.96204, -0.89557, 2.83455], [0.68834, -2.30654, 3.29582], [-2.96785, -0.96234, 5.11253], [-2.23022, 0.60976, 4.92980], [-1.22852, -0.80806, 5.28777], [-2.83152, -0.32018, 2.70315], [-1.84950, -1.78129, 3.02368], [1.52822, -0.34121, 3.58533], [1.52446, -0.88193, 1.88941], [0.19344, -2.33552, 4.26187], [1.64426, -2.81562, 3.42043], [0.11385, -2.86282, 2.55928]]
}